No. 1
Entry from OMol25: a 2-piece molecular cluster, C5H10Se overall at a distorted geometry (wB97M-V/def2-TZVPD).

CARTESIAN COORDINATES (ANGSTROEM)
C  -2.691  -0.052  -0.591
C  -1.857  -0.094  0.418
C  -1.192  1.034  1.243
C  2.500  -1.245  -0.586
C  1.162  1.163  -0.285
Se  2.833  0.584  -0.044
H  -2.898  -0.951  -1.152
H  -3.136  0.891  -1.041
H  -0.073  0.839  0.955
H  -1.530  0.667  2.265
H  -1.429  2.133  1.094
H  1.601  -1.346  -1.320
H  3.366  -1.710  -1.185
H  2.397  -1.967  0.247
H  1.144  2.198  0.042
H  -1.636  -1.110  0.677

Calculated values
HOMO-LUMO gap	8.3416	eV
spin multiplicity	1
largest force on an atom	3.29	eV Å⁻¹
energy above the lowest of the compared OMol25 structures with the same formula, charge and spin	300.3	kJ/mol

***

No. 2
Entry from OMol25: a 2-piece molecular cluster, C5H10Si overall at a distorted geometry (wB97M-V/def2-TZVPD).

CARTESIAN COORDINATES (ANGSTROEM)
C  1.740  2.079  -0.677
C  0.909  1.302  -0.344
C  1.910  -2.087  -0.145
C  -1.045  0.251  1.754
C  -1.969  0.320  -1.179
Si  -0.440  0.159  -0.007
H  2.598  2.676  -0.829
H  2.962  -1.813  0.306
H  1.497  -3.083  0.050
H  1.872  -1.665  -1.082
H  -0.214  -0.168  2.407
H  -1.375  1.199  2.051
H  -1.806  -0.417  2.003
H  -2.401  1.278  -0.979
H  -1.524  0.336  -2.164
H  -2.716  -0.365  -1.165

Calculated values
HOMO-LUMO gap (alpha / beta)	8.4884 / 7.2521	eV
spin multiplicity	1
largest force on an atom	4.04	eV Å⁻¹
energy above the lowest of the compared OMol25 structures with the same formula, charge and spin	418.2	kJ/mol

***

No. 3
Entry from OMol25: C5H11AuO4 as an isolated structure at a distorted geometry (wB97M-V/def2-TZVPD).

CARTESIAN COORDINATES (ANGSTROEM)
O  2.194  0.020  -1.020
C  2.323  -0.425  0.182
C  1.283  -1.494  0.462
O  0.082  -1.027  -0.109
C  -1.203  -1.521  0.243
C  -2.066  -0.310  0.539
O  -2.226  0.585  -0.537
C  -1.522  1.837  -0.475
Au  0.218  0.588  -1.215
H  3.335  -0.717  0.512
H  1.224  -1.665  1.549
H  1.538  -2.429  -0.066
H  -1.170  -2.153  1.143
H  -1.590  -2.161  -0.563
H  -1.546  0.236  1.347
H  -3.055  -0.662  0.865
H  -1.948  2.511  -1.233
H  -1.757  2.307  0.495
O  0.594  1.891  0.187
H  0.849  2.812  0.070
H  1.594  1.266  0.771

Calculated values
HOMO-LUMO gap (alpha / beta)	5.9603 / 7.1080	eV
⟨S²⟩	2.02
spin multiplicity	3
largest force on an atom	7.63	eV Å⁻¹
energy above the lowest of the compared OMol25 structures with the same formula, charge and spin	120.8	kJ/mol
net charge	+2

***

No. 4
Entry from OMol25: a 2-piece molecular cluster, C5H11BN overall at a distorted geometry (wB97M-V/def2-TZVPD).

CARTESIAN COORDINATES (ANGSTROEM)
B  -0.553  -1.580  -0.663
C  -0.942  -2.116  -2.129
C  -1.863  -1.174  -1.554
C  0.722  2.233  0.078
C  0.393  -1.456  0.338
C  1.409  1.941  1.146
N  0.854  1.153  2.280
H  -0.278  -1.922  -3.007
H  -1.404  -3.149  -2.131
H  -2.920  -1.435  -1.466
H  -1.837  -0.282  -2.084
H  1.221  2.717  -0.755
H  -0.266  1.833  -0.262
H  0.781  -1.818  1.197
H  2.485  2.137  1.426
H  0.176  0.510  1.769
H  0.417  1.654  3.103
H  1.606  0.755  2.713

Calculated values
HOMO-LUMO gap	7.9940	eV
spin multiplicity	1
largest force on an atom	4.50	eV Å⁻¹
energy above the lowest of the compared OMol25 structures with the same formula, charge and spin	490.1	kJ/mol
net charge	+1

***

No. 5
Entry from OMol25: the molecule C5H11BN2O2 at a distorted geometry (wB97M-V/def2-TZVPD).

CARTESIAN COORDINATES (ANGSTROEM)
B  -0.653  1.574  0.418
C  0.492  -2.560  -0.155
C  -0.287  -2.123  0.837
C  0.336  0.301  0.091
C  1.489  0.238  1.179
C  -0.297  0.236  -2.117
N  0.753  -1.649  -1.137
N  0.267  -0.436  -1.027
O  -0.253  2.541  1.373
O  -1.894  1.762  -0.206
H  0.861  -3.576  -0.411
H  -0.729  -2.803  1.542
H  -0.630  -1.055  1.070
H  2.307  -0.101  0.590
H  1.523  -0.453  2.072
H  1.738  1.207  1.474
H  -0.001  1.219  -2.252
H  -0.080  -0.140  -3.039
H  -1.382  0.279  -2.108
H  -0.915  3.296  1.556
H  -2.645  2.242  0.252

Calculated values
HOMO-LUMO gap (alpha / beta)	7.1814 / 7.1802	eV
spin multiplicity	1
largest force on an atom	3.63	eV Å⁻¹
energy above the lowest of the compared OMol25 structures with the same formula, charge and spin	416.4	kJ/mol

***

No. 6
Entry from OMol25: an isolated ion of composition C5H11BrNO3 and charge +1 at a distorted geometry (wB97M-V/def2-TZVPD).

CARTESIAN COORDINATES (ANGSTROEM)
C  0.241  -0.050  1.533
C  1.071  0.091  0.295
C  0.507  -0.709  -0.825
C  -1.459  0.472  -0.310
C  0.297  -2.150  -0.507
N  -1.384  2.028  -0.280
O  -0.711  -0.003  -1.326
O  1.080  1.484  0.015
O  1.195  -2.707  0.385
Br  -3.133  -0.218  0.260
H  0.103  -1.082  1.919
H  0.361  0.706  2.239
H  2.108  -0.392  0.343
H  1.179  -0.545  -1.687
H  0.292  -2.667  -1.504
H  -0.551  -2.224  0.057
H  -1.510  2.477  -1.106
H  -0.304  2.047  -0.052
H  -1.981  2.484  0.514
H  1.766  1.881  0.561
H  1.563  -3.506  0.136

Calculated values
HOMO-LUMO gap (alpha / beta)	8.5976 / 8.4328	eV
spin multiplicity	1
largest force on an atom	5.52	eV Å⁻¹
energy above the lowest of the compared OMol25 structures with the same formula, charge and spin	281.5	kJ/mol
net charge	+1

***

No. 7
Entry from OMol25: C5H11Cl4NiO as an isolated structure at a distorted geometry (wB97M-V/def2-TZVPD).

CARTESIAN COORDINATES (ANGSTROEM)
Ni  2.477  1.714  2.312
C  1.175  0.269  -0.270
O  1.391  0.520  1.069
H  0.100  0.418  -0.467
H  1.674  0.988  -0.925
H  1.455  -0.762  -0.491
Cl  -0.782  -2.287  2.257
C  -0.043  -3.443  1.094
C  1.460  -3.448  1.097
Cl  2.145  -4.365  2.464
H  -0.378  -3.091  0.117
H  -0.468  -4.424  1.281
H  1.750  -2.396  1.150
H  1.909  -3.900  0.218
Cl  -1.486  4.158  0.369
C  -1.130  3.476  -1.288
C  -2.291  2.586  -1.714
Cl  -2.447  1.157  -0.733
H  -0.157  2.994  -1.233
H  -0.998  4.329  -1.950
H  -2.161  2.333  -2.765
H  -3.196  3.175  -1.592

Calculated values
HOMO-LUMO gap (alpha / beta)	7.2467 / 6.0275	eV
⟨S²⟩	2.01
spin multiplicity	3
largest force on an atom	1.55	eV Å⁻¹
net charge	+1

***

No. 8
Entry from OMol25: C5H11ClErNReS as an isolated structure at a distorted geometry (wB97M-V/def2-TZVPD).

CARTESIAN COORDINATES (ANGSTROEM)
Er  1.030  -1.107  -1.253
Cl  2.405  -3.025  -1.746
C  2.154  0.806  -1.831
C  -0.533  -1.046  -2.901
H  1.726  1.059  -2.818
H  1.955  1.635  -1.141
H  3.231  0.622  -1.917
H  -0.201  -0.176  -3.499
H  -1.559  -0.868  -2.560
H  -0.489  -1.954  -3.520
Re  -0.619  0.119  0.838
C  -1.848  -0.948  2.081
C  -1.407  1.860  1.137
H  -2.895  -0.645  1.903
H  -1.802  -2.035  1.896
H  -1.639  -0.803  3.159
H  -2.402  2.029  0.669
H  -0.976  2.750  1.621
S  1.933  0.811  4.583
C  1.277  0.565  3.165
N  0.661  0.351  2.132

Calculated values
HOMO-LUMO gap (alpha / beta)	6.1683 / 6.0490	eV
⟨S²⟩	12.05
spin multiplicity	7
largest force on an atom	4.06	eV Å⁻¹
energy above the lowest of the compared OMol25 structures with the same formula, charge and spin	27.7	kJ/mol

***

No. 9
Entry from OMol25: C5H11ClF3RhTb as an isolated structure at a distorted geometry (wB97M-V/def2-TZVPD).

CARTESIAN COORDINATES (ANGSTROEM)
Rh  1.643  -1.248  -0.077
Cl  1.754  2.119  -4.161
C  2.133  0.586  -0.672
H  3.174  0.435  -1.019
H  2.078  1.304  0.186
H  1.534  0.932  -1.548
Tb  -0.922  1.580  0.045
C  -3.105  2.190  -0.726
C  0.200  3.393  -0.696
C  -1.669  1.740  2.182
H  1.177  3.488  -0.215
H  0.398  3.185  -1.760
H  -0.341  4.337  -0.624
H  -3.686  2.071  0.212
H  -3.188  3.237  -1.074
H  -3.478  1.488  -1.492
H  -0.823  2.012  2.870
H  -2.229  1.007  2.826
F  -0.184  -2.414  -1.900
C  -0.109  -1.728  -0.735
F  -0.937  -0.364  -1.082
F  -0.971  -2.314  0.151

Calculated values
HOMO-LUMO gap (alpha / beta)	3.5653 / 4.8079	eV
⟨S²⟩	30.19
spin multiplicity	11
largest force on an atom	2.31	eV Å⁻¹
energy above the lowest of the compared OMol25 structures with the same formula, charge and spin	0.0	kJ/mol
net charge	-1

***

No. 10
Entry from OMol25: a 2-piece molecular cluster, C5H11ClN overall at a distorted geometry (wB97M-V/def2-TZVPD).

CARTESIAN COORDINATES (ANGSTROEM)
C  -0.374  -0.045  -0.453
C  -1.164  -2.125  0.299
C  0.185  2.249  0.180
C  1.927  0.543  0.232
C  -0.439  -1.333  -0.801
N  0.403  0.825  -0.033
Cl  -2.721  0.929  -0.447
H  -1.234  -3.130  0.094
H  -0.668  -1.971  1.319
H  -2.172  -1.811  0.668
H  0.361  2.517  1.155
H  -0.935  2.457  0.031
H  0.766  2.804  -0.536
H  2.053  0.534  1.285
H  2.433  1.312  -0.220
H  2.259  -0.424  -0.238
H  0.487  -1.841  -1.019
H  -1.166  -1.492  -1.516

Calculated values
HOMO-LUMO gap (alpha / beta)	8.1495 / 8.1501	eV
spin multiplicity	1
largest force on an atom	5.95	eV Å⁻¹
energy above the lowest of the compared OMol25 structures with the same formula, charge and spin	401.4	kJ/mol
net charge	+1

***

No. 11
Entry from OMol25: a 2-piece molecular cluster, C5H11ClN overall at a distorted geometry (wB97M-V/def2-TZVPD).

CARTESIAN COORDINATES (ANGSTROEM)
C  -1.023  -1.986  -1.822
C  0.092  -1.557  -1.285
C  -0.799  1.508  -0.346
C  -0.445  1.236  1.169
C  0.174  -0.085  1.357
N  1.563  -0.111  1.004
Cl  1.727  -1.359  -1.702
H  -1.100  -2.345  -2.888
H  -1.990  -2.170  -1.316
H  -1.415  0.597  -0.606
H  0.179  1.498  -0.835
H  -1.531  2.295  -0.379
H  0.186  2.150  1.323
H  -1.225  1.257  1.883
H  -0.431  -0.796  1.787
H  1.854  0.161  0.051
H  2.066  -0.963  1.217
H  2.117  0.669  1.389

Calculated values
HOMO-LUMO gap (alpha / beta)	8.2833 / 8.6109	eV
spin multiplicity	1
largest force on an atom	3.90	eV Å⁻¹
energy above the lowest of the compared OMol25 structures with the same formula, charge and spin	558.7	kJ/mol
net charge	+1

***

No. 12
Entry from OMol25: C5H11ClO2S as an isolated structure at a distorted geometry (wB97M-V/def2-TZVPD).

CARTESIAN COORDINATES (ANGSTROEM)
C  1.841  0.390  -1.156
C  0.626  -0.169  -3.259
C  -1.132  0.223  3.537
C  0.766  -0.061  -1.776
C  -0.507  -2.243  1.651
O  -1.188  0.244  0.962
O  1.014  -0.114  2.032
S  -0.344  -0.567  2.076
Cl  0.332  -3.043  2.997
H  2.687  0.763  -1.713
H  1.937  0.389  -0.083
H  -0.621  0.543  0.237
H  -0.262  0.359  -3.606
H  1.501  0.229  -3.765
H  0.511  -1.218  -3.538
H  -0.895  -0.372  4.410
H  -0.709  1.214  3.617
H  -2.196  0.256  3.350
H  -0.060  -0.492  -1.219
H  -1.573  -2.452  1.762

Calculated values
HOMO-LUMO gap	8.9789	eV
spin multiplicity	1
largest force on an atom	1.88	eV Å⁻¹
energy above the lowest of the compared OMol25 structures with the same formula, charge and spin	0.0	kJ/mol